{"formula": "C21H59F6O10PZr", "method": "ωB97M-V/def2-TZVPD", "species": ["Zr", "P", "F", "F", "F", "F", "F", "F", "O", "O", "O", "O", "O", "O", "O", "O", "O", "O", "C", "C", "C", "C", "C", "C", "C", "C", "C", "C", "C", "C", "C", "C", "C", "C", "C", "C", "C", "C", "C", "H", "H", "H", "H", "H", "H", "H", "H", "H", "H", "H", "H", "H", "H", "H", "H", "H", "H", "H", "H", "H", "H", "H", "H", "H", "H", "H", "H", "H", "H", "H", "H", "H", "H", "H", "H", "H", "H", "H", "H", "H", "H", "H", "H", "H", "H", "H", "H", "H", "H", "H", "H", "H", "H", "H", "H", "H", "H", "H"], "xyz": [[0.455, 0.761, 0.188], [-2.034, 4.395, -1.954], [-2.895, 5.379, -0.984], [-3.327, 3.946, -2.803], [-1.125, 3.270, -2.792], [-2.412, 3.161, -1.008], [-1.776, 5.612, -3.025], [-0.726, 4.623, -1.081], [-6.125, 0.436, 0.975], [-0.985, 0.852, -1.516], [1.839, 1.911, 1.212], [1.606, -0.429, -1.027], [3.108, -2.531, -1.488], [1.490, -0.713, 1.808], [-0.910, 2.389, 0.966], [1.129, 2.501, -1.395], [-1.046, -0.384, 0.901], [2.569, -3.828, 0.938], [4.906, -3.275, -2.667], [1.732, -0.706, 3.140], [2.618, 4.275, -1.254], [-4.972, 0.165, 3.152], [3.178, -1.326, 3.188], [0.600, -1.449, 3.906], [-4.966, -1.651, 1.274], [2.806, -2.047, -3.744], [0.410, -4.226, -0.115], [-1.578, 2.625, 2.166], [-2.659, -0.988, -1.777], [2.460, 2.834, -1.794], [1.182, -5.407, 2.005], [-4.991, -0.174, 1.613], [2.491, 2.688, -3.302], [-0.999, 1.774, 3.264], [1.584, -4.821, 0.655], [3.824, -2.186, -2.594], [-1.649, 4.170, 2.414], [-1.445, -0.222, -2.327], [-1.745, 0.455, -3.677], [2.378, 1.666, -3.664], [3.154, -1.674, -4.708], [-4.846, -1.929, 0.227], [-0.942, 1.039, -4.125], [-0.403, -1.321, 3.499], [-0.714, 4.658, 2.688], [-1.641, 1.506, -1.770], [1.647, 3.160, -3.805], [-1.171, 0.714, 3.078], [-3.954, 0.482, 3.378], [2.464, 2.553, 1.603], [-2.297, 4.354, 3.271], [-1.528, -1.162, 1.242], [1.902, 0.363, 3.269], [0.410, -6.174, 1.948], [4.279, -1.224, -2.357], [4.546, -4.304, -2.704], [3.635, 4.607, -1.461], [0.048, 1.965, 3.498], [0.507, -1.090, 4.932], [5.443, -3.198, -1.722], [-5.680, 0.941, 3.444], [-2.629, 1.088, -3.759], [2.092, -5.841, 2.417], [-3.036, -1.644, -2.562], [-5.143, -0.651, 3.855], [5.498, -3.145, -3.573], [-1.954, -0.400, -4.321], [0.790, -3.675, -0.975], [2.828, -3.318, 0.167], [3.229, 2.177, -1.387], [2.601, -1.725, -1.358], [-3.406, -0.276, -1.426], [1.913, 4.825, -1.878], [-2.405, -1.665, -0.962], [-1.415, 1.963, 4.254], [-4.101, -2.062, 1.795], [-4.051, 0.073, 1.119], [3.754, -0.816, 2.416], [2.489, -3.072, -3.934], [-0.644, -0.913, -2.591], [0.897, -4.588, 2.666], [3.386, 3.115, -3.755], [2.368, -0.565, -1.623], [0.728, -2.531, 3.900], [2.495, 4.394, -0.177], [-6.251, 1.320, 1.328], [0.632, 3.119, -1.935], [-1.370, 3.043, 0.435], [-5.831, -2.208, 1.633], [-0.331, -4.986, -0.365], [-2.580, 2.227, 2.009], [-1.954, 4.764, 1.553], [2.104, -5.612, 0.114], [1.873, -1.596, -3.406], [1.750, -1.582, 1.495], [3.730, -1.155, 4.112], [3.135, -2.398, 2.995], [-0.054, -3.475, 0.524]], "forces_ev_per_a": [[1.603, 0.224, 1.009], [-1.759, 1.026, -1.923], [0.539, -0.363, -0.592], [0.065, 0.525, -0.319], [0.038, 0.899, -0.756], [-0.429, -1.293, 1.814], [0.592, -1.354, 1.267], [0.663, 1.003, 0.275], [0.455, -0.475, 0.005], [-0.053, -0.673, 0.485], [-0.336, -0.603, -0.182], [-0.131, 0.480, 0.072], [-1.170, -0.514, 1.855], [-1.214, -0.515, -3.695], [0.743, 0.295, -0.874], [0.231, -1.323, 0.477], [0.086, -0.321, -0.064], [-0.284, 0.304, 1.076], [-0.120, 0.643, -0.745], [1.804, -0.213, 1.602], [1.152, -0.707, -1.312], [0.841, -0.372, -0.706], [-0.559, 0.307, 1.045], [0.320, 0.566, 0.338], [-0.471, -0.894, 0.812], [0.330, -1.432, -0.232], [0.538, 0.162, 0.399], [-0.811, 0.656, 1.782], [0.720, 0.137, 0.077], [0.162, 0.768, 0.537], [0.713, 0.296, -0.172], [-0.740, -0.328, 0.156], [0.116, 0.318, -0.861], [0.466, 0.069, 1.236], [-0.030, -0.006, 0.104], [1.006, -0.598, -1.549], [0.316, -0.557, 0.581], [-0.444, -0.165, -1.848], [-0.616, -1.132, -0.793], [0.337, -0.324, 0.488], [0.110, 0.393, 0.262], [-0.017, 0.612, -0.146], [0.309, -0.247, 0.413], [0.216, 0.489, -0.475], [0.488, -0.607, 0.068], [0.202, 1.261, 0.656], [-0.166, 0.560, 0.289], [0.218, 0.150, -0.215], [-0.014, 0.368, 0.199], [-0.918, -0.763, -0.562], [-0.327, 0.033, -0.211], [0.774, 0.890, -0.379], [-0.681, 0.103, 1.272], [-0.025, 0.146, -0.092], [0.631, 0.308, -0.470], [-0.671, 0.173, -0.045], [0.031, 0.312, -0.245], [0.319, -0.071, -0.701], [0.289, -0.202, 0.166], [0.504, 0.084, -0.341], [0.096, 0.155, -0.331], [-0.192, 0.051, 0.634], [-0.115, -0.161, 0.234], [-0.261, 0.292, -0.146], [-0.270, -0.426, -0.440], [0.518, 0.089, 0.311], [-0.008, 0.124, -0.497], [-0.202, -0.292, -0.311], [0.063, -0.255, -0.701], [-0.504, -0.278, 0.496], [-0.922, -1.502, 1.536], [-0.227, -0.133, -0.139], [0.012, 0.683, 0.527], [0.193, 0.273, 0.128], [-0.733, 0.269, -0.157], [0.140, -0.167, 0.080], [0.149, 1.358, 0.205], [-0.088, -0.124, -0.118], [-0.041, -0.240, -0.187], [0.355, 0.079, 0.791], [-0.290, -0.068, 0.051], [0.147, -0.049, 0.112], [-1.226, 2.214, 0.289], [0.471, -0.008, 0.116], [-0.555, -0.316, -0.225], [0.128, 0.079, -0.012], [-1.181, -0.173, 0.085], [0.343, -0.036, -1.474], [-0.179, 0.114, 0.145], [0.061, 0.085, -0.229], [-0.463, 0.329, 0.085], [-0.561, -0.391, -0.173], [-0.267, -0.148, -0.483], [0.229, 0.614, -0.072], [-0.146, -0.464, -0.729], [-0.258, -0.101, 0.254], [0.051, -0.020, -0.118], [-0.209, 0.037, 0.151]], "e_homo_ha": -0.3744, "multiplicity": 1, "gap_ha": 0.3865, "lumo_energy_ev": 0.33}

=====

{"formula": "C2H2HgLiO2", "method": "ωB97M-V/def2-TZVPD", "species": ["Hg", "O", "O", "C", "C", "Li", "H", "H"], "xyz": [[-1.126, -0.618, 1.825], [-0.260, -1.907, 0.471], [-0.319, 0.755, 0.425], [0.412, 0.082, -0.550], [0.482, -1.444, -0.444], [-0.724, 2.448, 0.429], [1.476, 0.416, -0.565], [0.060, 0.269, -1.591]], "forces_ev_per_a": [[-2.443, 0.154, 3.813], [2.583, -1.519, -3.207], [0.998, 2.197, -2.185], [0.854, 0.765, -0.542], [-1.583, -0.656, 1.454], [0.026, -0.555, 0.165], [-0.381, -0.223, 0.073], [-0.053, -0.164, 0.428]], "e_homo_ha": [-0.2391, -0.2379], "multiplicity": 2, "e_above_lowest_kj_mol": 179.7, "gap_ha": [0.1907, 0.1841], "lumo_energy_ev": [-1.32, -1.46]}

=====

{"formula": "C37H46ClF3N8O6PS", "method": "ωB97M-V/def2-TZVPD", "species": ["Cl", "S", "P", "F", "F", "F", "O", "O", "O", "O", "O", "O", "N", "N", "N", "N", "N", "N", "N", "N", "C", "C", "C", "C", "C", "C", "C", "C", "C", "C", "C", "C", "C", "C", "C", "C", "C", "C", "C", "C", "C", "C", "C", "C", "C", "C", "C", "C", "C", "C", "C", "C", "C", "C", "C", "C", "C", "H", "H", "H", "H", "H", "H", "H", "H", "H", "H", "H", "H", "H", "H", "H", "H", "H", "H", "H", "H", "H", "H", "H", "H", "H", "H", "H", "H", "H", "H", "H", "H", "H", "H", "H", "H", "H", "H", "H", "H", "H", "H", "H", "H", "H", "H"], "xyz": [[3.531, 3.009, 1.123], [2.599, -3.066, -0.166], [3.146, 1.787, -0.465], [-3.736, 3.794, 2.464], [-4.168, 5.127, 0.815], [-2.332, 3.967, 0.841], [3.025, -2.348, -1.340], [2.829, -4.474, -0.002], [1.865, 5.508, -0.670], [0.738, 3.146, -0.874], [-3.468, 1.831, -0.064], [3.532, 2.785, -1.631], [1.058, -0.345, -0.297], [7.729, -3.115, -3.122], [-6.271, -0.968, -0.431], [0.243, -0.240, 5.871], [-3.503, -2.465, 2.102], [1.338, 1.929, -0.618], [2.981, 2.455, -5.049], [-0.806, 1.025, -0.739], [-1.498, -0.094, -1.451], [0.375, 3.884, 0.327], [3.479, 1.263, -4.736], [1.206, -1.453, 8.189], [0.338, -1.560, -0.731], [2.608, 1.626, -7.260], [8.197, -4.992, -1.709], [3.129, 0.389, -6.910], [0.158, -2.016, 7.480], [-8.170, -2.801, 0.455], [-2.979, 0.169, -1.696], [-3.653, 3.928, 1.131], [8.576, -4.003, -2.605], [0.940, 6.003, 1.536], [3.575, 0.196, -5.612], [-1.191, -1.385, -0.659], [6.868, -5.065, -1.325], [6.456, -3.199, -2.745], [-2.886, -2.308, 0.940], [2.551, 2.625, -6.298], [-0.280, -1.374, 6.333], [-7.337, -2.155, 1.353], [0.848, -2.767, 0.045], [-6.408, -1.250, 0.864], [-3.081, -1.748, 3.139], [1.767, -0.276, 7.720], [-2.008, -0.854, 3.051], [1.251, 0.289, 6.563], [5.975, -4.147, -1.856], [0.509, 0.891, -0.558], [-8.040, -2.516, -0.895], [-3.521, 1.561, -1.453], [0.737, 5.373, 0.168], [-4.371, 2.807, 0.383], [-7.080, -1.598, -1.284], [-1.373, -0.695, 1.825], [-1.804, -1.430, 0.719], [-1.669, -0.304, 3.922], [-1.056, 1.956, -1.062], [-3.593, -0.516, -1.108], [5.782, -2.466, -3.177], [1.579, -1.922, 9.090], [-3.238, -2.935, 0.126], [-2.989, 2.333, -2.031], [-4.559, 1.560, -1.801], [4.928, -4.152, -1.593], [-0.984, -0.198, -2.412], [2.252, 1.818, -8.262], [3.090, 2.488, -2.451], [-0.312, -2.934, 7.805], [6.532, -5.822, -0.629], [0.585, -2.719, 1.106], [3.836, 1.165, -3.714], [-3.599, -1.890, 4.080], [-5.084, 2.354, 1.075], [0.418, -3.683, -0.372], [-1.097, -1.790, 5.752], [1.345, 7.009, 1.424], [-1.632, -2.208, -1.228], [0.594, -1.746, -1.778], [0.890, 3.444, 1.181], [1.373, -0.399, 0.665], [1.663, 1.214, 6.175], [0.008, 6.053, 2.100], [-5.738, -0.732, 1.542], [3.992, -0.748, -5.288], [-6.952, -1.352, -2.334], [-0.555, 0.016, 1.767], [-3.176, -0.057, -2.750], [-8.670, -2.994, -1.633], [-0.106, 5.870, -0.323], [-4.925, 3.266, -0.441], [8.931, -5.687, -1.324], [-7.400, -2.347, 2.415], [1.648, 5.408, 2.122], [2.152, 3.603, -6.538], [3.127, -2.461, 0.923], [-8.908, -3.513, 0.801], [9.608, -3.917, -2.926], [3.189, -0.410, -7.638], [2.643, 5.714, -0.140], [2.586, 0.202, 8.240], [-0.705, 3.768, 0.457]], "forces_ev_per_a": [[-0.021, 0.088, 0.044], [0.039, -0.098, -0.163], [-0.074, -0.695, 0.297], [-0.040, -0.040, -0.157], [0.076, -0.136, 0.068], [-1.032, 0.209, 0.060], [0.013, -0.301, 0.255], [-0.046, 0.367, -0.085], [0.070, 0.168, 0.060], [0.045, -0.094, -0.329], [0.017, 0.025, 0.141], [-0.273, 0.061, -0.450], [-0.345, 0.021, 0.216], [0.007, 0.016, -0.014], [0.128, 0.080, -0.050], [0.000, -0.031, -0.098], [-0.099, -0.008, 0.037], [-0.024, 0.449, 0.773], [-0.110, 0.006, 0.192], [0.472, 0.170, -1.132], [0.401, -0.107, 0.623], [-0.244, 0.003, 0.292], [0.064, -0.063, 0.170], [-0.004, 0.003, -0.014], [-0.114, -0.161, 0.056], [0.003, -0.005, 0.015], [-0.010, 0.007, -0.002], [-0.013, 0.009, 0.006], [0.041, 0.006, 0.018], [0.001, 0.004, 0.007], [-0.290, -0.149, -0.244], [-0.062, 0.153, 0.278], [0.004, -0.004, 0.001], [0.067, -0.183, 0.043], [-0.042, 0.033, -0.096], [-0.058, 0.146, -0.154], [-0.011, -0.008, -0.001], [-0.011, 0.028, 0.001], [0.608, 0.316, -0.015], [0.013, -0.012, -0.032], [-0.061, -0.007, -0.029], [-0.021, -0.007, 0.030], [-0.278, 0.007, -0.144], [-0.011, 0.005, -0.038], [0.551, 0.371, -0.178], [-0.006, -0.009, 0.007], [-0.299, -0.249, -0.035], [-0.011, 0.039, 0.003], [0.033, 0.045, -0.009], [-0.229, -0.475, 0.129], [-0.003, -0.004, 0.029], [-0.099, -0.110, -0.109], [-0.071, -0.231, -0.052], [-0.102, -0.070, -0.070], [0.034, 0.028, -0.041], [-0.084, 0.033, 0.056], [-0.425, -0.366, 0.340], [-0.007, -0.009, -0.081], [-0.059, -0.048, 0.120], [0.003, 0.050, 0.051], [-0.015, -0.007, 0.014], [0.002, 0.000, 0.005], [-0.066, 0.044, -0.038], [0.044, 0.013, 0.079], [0.020, 0.024, 0.045], [0.013, -0.091, -0.012], [-0.146, 0.065, -0.047], [0.006, 0.008, -0.007], [0.291, 0.599, -0.292], [-0.008, -0.002, -0.004], [0.002, -0.005, 0.001], [0.191, -0.095, 0.002], [0.136, -0.213, -0.061], [-0.024, -0.030, -0.023], [-0.038, 0.060, -0.016], [-0.142, 0.100, 0.112], [-0.001, -0.041, 0.028], [-0.139, 0.028, 0.011], [0.042, 0.016, -0.066], [0.074, 0.236, 0.039], [0.066, -0.005, -0.086], [0.343, 0.053, -0.147], [0.011, 0.001, 0.008], [-0.001, 0.043, -0.039], [-0.007, -0.014, -0.012], [0.015, 0.010, 0.002], [-0.008, -0.006, 0.020], [-0.109, -0.082, -0.032], [-0.019, -0.058, 0.134], [0.002, 0.001, -0.011], [0.169, 0.012, -0.162], [0.064, -0.029, 0.032], [0.008, 0.001, -0.001], [0.009, -0.002, 0.008], [0.037, 0.062, -0.017], [-0.009, -0.003, -0.010], [0.111, 0.127, 0.014], [-0.004, -0.005, 0.004], [0.005, -0.012, 0.006], [0.000, 0.001, -0.010], [-0.046, -0.047, -0.016], [0.003, 0.008, -0.001], [1.113, -0.033, -0.054]], "e_homo_ha": -0.4041, "total_charge": 1, "multiplicity": 1, "gap_ha": 0.3045, "lumo_energy_ev": -2.71}

=====

{"formula": "C8H11BrO2", "method": "ωB97M-V/def2-TZVPD", "species": ["Br", "O", "O", "C", "C", "C", "C", "C", "C", "C", "C", "H", "H", "H", "H", "H", "H", "H", "H", "H", "H", "H"], "xyz": [[-3.259, -0.172, 0.061], [-0.337, 1.110, 1.128], [-0.057, 0.802, -1.103], [-0.701, 2.308, 0.525], [-1.560, -0.748, 0.034], [-1.239, -1.994, -0.207], [0.714, -0.943, 0.568], [-0.426, 2.088, -0.968], [0.227, -2.203, -0.235], [-0.270, 0.144, 0.123], [2.209, -0.583, 0.364], [-1.272, 2.387, -1.501], [-0.057, 3.136, 0.965], [-1.875, 2.477, 0.507], [2.189, 0.442, 0.682], [2.864, -1.226, 0.842], [2.574, -0.631, -0.576], [0.317, 2.822, -1.374], [0.659, -3.151, 0.186], [0.740, -2.175, -1.240], [-1.902, -2.806, -0.461], [0.462, -1.084, 1.681]], "forces_ev_per_a": [[-1.952, 1.083, 0.082], [0.164, -0.079, 0.046], [1.084, -2.478, 0.016], [-1.632, 1.803, -0.417], [2.014, 0.284, -0.272], [0.332, -1.550, -0.828], [0.830, -1.194, -0.442], [1.410, 3.559, 0.437], [2.339, 0.146, 0.495], [-1.448, -1.515, 1.038], [-3.340, 0.999, 1.876], [-1.820, -0.242, -1.101], [-1.314, -0.843, -0.394], [2.332, 0.035, 1.080], [1.098, 0.561, 0.493], [1.083, -0.956, 1.909], [0.354, 0.104, -3.596], [0.189, -0.867, 0.446], [-0.882, 0.693, 0.023], [-0.975, 0.186, 0.565], [-0.380, 0.102, 0.180], [0.513, 0.169, -1.633]], "e_homo_ha": -0.3322, "multiplicity": 1, "smiles": "C[C@@H]1CC=C(Br)C12OCCO2", "e_above_lowest_kj_mol": 12.3, "gap_ha": 0.3623, "lumo_energy_ev": 0.82}

=====

Calculated energy in order - -70092.1981 -10577.4986 -104112.3337 -82609.6947 eV